{"formula": "CH3O3P", "method": "ωB97M-V/def2-TZVPD", "symbols": ["O", "P", "O", "H", "C", "O", "H", "H"], "positions_angstrom": [[-3.344, -0.690, 0.421], [-1.992, -0.210, 0.458], [-1.804, 0.883, -0.738], [-0.936, 1.123, -0.899], [2.034, -0.286, 0.226], [1.074, 0.373, -0.016], [1.915, -1.265, 0.646], [3.053, 0.072, -0.097]], "smiles": "O=PO.C=O", "e_lumo_ev": 0.25, "homo_ev": -10.2, "gap_ev": 10.4026}